(one)
Molecular formula: C4H7FN2O
Method: DFT, the ωB97M-V functional and the def2-TZVPD basis

Properties
LUMO ... 0.58 eV
SMILES ... C/C(CF)=N/NC=O

Geometry as ORCA input:
```
! RIJCOSX wB97M-V def2-TZVPD def2/J DEFGRID3
* xyz 0 1
C -0.14 1.64 1.40
C -0.15 0.71 0.25
C -1.23 0.73 -0.89
C 1.45 -2.47 -0.30
H -1.04 1.34 2.14
H 0.88 1.77 2.10
H -0.28 2.66 1.05
H -0.96 1.68 -1.37
H -2.30 0.77 -0.49
H 0.24 -1.19 -1.41
H 1.75 -2.48 0.76
N 0.71 -0.29 0.39
N 0.58 -1.42 -0.42
O 1.47 -3.33 -1.25
F -0.96 -0.13 -1.95
*
```



(two)
Molecular formula: C4H7FN2O
Method: DFT, the ωB97M-V functional and the def2-TZVPD basis

Properties
LUMO ... -0.75 eV

Geometry as ORCA input:
```
! RIJCOSX wB97M-V def2-TZVPD def2/J DEFGRID3
* xyz 0 1
C 0.65 0.00 -0.47
C -0.40 -1.09 -0.89
C -1.11 0.51 1.09
C -0.07 1.07 0.08
H 2.81 0.11 -0.17
H 1.58 -2.01 0.45
H 1.16 0.48 -1.38
H -0.05 -1.71 -1.80
H -0.45 -0.36 1.55
H -1.56 1.34 1.82
H 0.46 1.96 0.35
N 1.55 -0.37 0.60
N -1.61 -1.22 -0.43
O -2.15 -0.28 0.29
F -0.82 1.58 -1.10
*
```



Relative energies in kcal/mol: (one) 0.0; (two) 145.6



(one)
Molecular formula: C2H4NP
Method: DFT, the ωB97M-V functional and the def2-TZVPD basis

Properties
LUMO (spin up / spin down) ... 1.18 / -0.76 eV
<S²> ... 2.01

Geometry as ORCA input:
```
! RIJCOSX wB97M-V def2-TZVPD def2/J DEFGRID3
* xyz 0 3
C 1.29 -0.32 0.37
C -1.32 0.23 -0.06
N 1.86 0.44 -0.30
P -0.30 -1.21 -0.29
H -1.88 0.31 0.83
H -1.34 0.99 -0.85
H 2.43 1.17 -0.64
H -0.74 -1.61 0.94
*
```



(two)
Molecular formula: C2H4NP
Method: DFT, the ωB97M-V functional and the def2-TZVPD basis

Properties
LUMO (spin up / spin down) ... 0.84 / -1.38 eV
<S²> ... 2.01

Geometry as ORCA input:
```
! RIJCOSX wB97M-V def2-TZVPD def2/J DEFGRID3
* xyz 0 3
C 1.04 0.15 0.34
C -0.19 -0.66 0.40
N 1.93 0.97 0.09
P -1.63 0.59 0.15
H -0.35 -1.35 -0.46
H -0.18 -1.14 1.44
H 1.73 1.85 -0.46
H -1.60 0.71 -1.33
*
```



Relative energies in kcal/mol: (one) 12.3; (two) 0.0



(one)
Molecular formula: HNO3S
Method: DFT, the ωB97M-V functional and the def2-TZVPD basis

Properties
LUMO (spin up / spin down) ... -1.61 / -1.61 eV
SMILES ... O=S(=O)=NO

Geometry as ORCA input:
```
! RIJCOSX wB97M-V def2-TZVPD def2/J DEFGRID3
* xyz 0 1
N 0.95 1.24 -0.08
O 3.47 0.23 0.31
O 1.67 -1.28 -0.23
O -0.29 0.72 -0.43
S 2.15 0.08 -0.14
H -0.78 0.60 0.39
*
```



(two)
Molecular formula: HNO3S
Method: DFT, the ωB97M-V functional and the def2-TZVPD basis

Properties
LUMO (spin up / spin down) ... -0.20 / -0.66 eV

Geometry as ORCA input:
```
! RIJCOSX wB97M-V def2-TZVPD def2/J DEFGRID3
* xyz 0 1
N 3.65 -0.17 0.07
O 0.62 2.03 -0.83
O 0.46 -0.09 0.38
O 3.14 -1.19 0.37
S 1.18 1.31 0.34
H -0.12 0.05 -0.42
*
```



Relative energies in kcal/mol: (one) 17.8; (two) 0.0



(one)
Molecular formula: C6H13N4
Method: DFT, the ωB97M-V functional and the def2-TZVPD basis

Properties
LUMO ... -3.63 eV

Geometry as ORCA input:
```
! RIJCOSX wB97M-V def2-TZVPD def2/J DEFGRID3
* xyz 1 1
C 0.32 1.36 1.55
C -0.74 2.21 1.78
C -1.56 0.20 1.44
C -0.19 0.10 1.32
C -1.53 0.40 -1.75
C 0.32 -1.08 0.79
N -1.90 1.47 1.74
N 2.68 -0.37 0.88
N 1.66 -1.27 0.57
N -0.55 -0.51 -1.42
H 1.31 1.63 1.51
H -0.74 3.26 1.93
H -2.32 -0.60 1.35
H -1.10 1.36 -2.12
H -2.24 -0.04 -2.45
H -1.93 0.68 -0.67
H -0.35 -1.90 0.56
H -2.82 1.84 1.96
H 2.68 -0.05 1.91
H 3.57 -0.61 0.56
H 1.92 -2.21 0.26
H 0.40 -0.06 -1.48
H -0.63 -1.32 -2.00
*
```



(two)
Molecular formula: C6H13N4
Method: DFT, the ωB97M-V functional and the def2-TZVPD basis

Properties
LUMO (spin up / spin down) ... -5.75 / -4.35 eV
SMILES ... CN=[N+]=CCC(C)=C(N)N

Geometry as ORCA input:
```
! RIJCOSX wB97M-V def2-TZVPD def2/J DEFGRID3
* xyz 1 1
C 0.31 0.04 1.75
C -0.61 -2.03 -0.74
C 1.04 -0.51 0.54
C -0.14 -0.77 -0.33
C -0.79 0.49 -0.72
C 1.44 3.34 1.90
N 0.45 1.25 2.00
N 0.82 2.20 1.37
N -1.75 -1.99 -1.53
N -0.10 -3.28 -0.51
H -0.27 -0.64 2.36
H 1.76 0.25 0.22
H 1.50 -1.45 0.85
H -0.11 1.23 -1.11
H -1.15 0.95 0.19
H -1.58 0.35 -1.46
H 1.00 4.35 1.58
H 1.34 3.30 3.01
H 2.51 3.48 1.58
H -2.39 -1.26 -1.45
H -1.91 -2.79 -2.14
H 0.76 -3.49 0.00
H -0.57 -4.00 -0.99
*
```



Relative energies in kcal/mol: (one) 0.0; (two) 39.1



(one)
Molecular formula: C6H10O
Method: DFT, the ωB97M-V functional and the def2-TZVPD basis

Properties
LUMO (spin up / spin down) ... -5.70 / -7.73 eV
<S²> ... 0.79

Geometry as ORCA input:
```
! RIJCOSX wB97M-V def2-TZVPD def2/J DEFGRID3
* xyz 1 2
C -2.88 0.53 -0.26
C -1.42 0.65 -0.49
C -0.88 1.53 -1.42
C 1.68 -1.34 0.43
O 2.93 -1.01 1.04
C 0.84 -0.15 0.20
C -0.53 -0.09 0.31
H -3.45 1.35 -0.67
H -3.07 0.38 0.81
H -3.20 -0.43 -0.67
H -1.57 2.03 -2.09
H 0.19 1.60 -1.50
H 1.93 -1.75 -0.56
H 1.24 -2.17 1.00
H 2.81 -0.25 1.63
H 1.46 0.74 0.11
H -0.98 -0.95 0.81
*
```



(two)
Molecular formula: C6H10O
Method: DFT, the ωB97M-V functional and the def2-TZVPD basis

Properties
LUMO (spin up / spin down) ... -6.84 / -6.81 eV
<S²> ... 0.90

Geometry as ORCA input:
```
! RIJCOSX wB97M-V def2-TZVPD def2/J DEFGRID3
* xyz 1 2
C -0.90 1.14 -1.17
C -1.32 2.24 -1.96
C -1.24 2.22 0.96
C -0.59 1.26 0.21
C 0.53 0.42 0.63
C 0.85 0.19 1.91
H -0.75 0.17 -1.64
H -2.33 2.65 -1.89
H -0.65 2.80 -2.59
H -1.50 2.08 2.00
H -1.77 2.95 0.35
H 1.23 0.10 -0.13
H 1.32 -0.70 2.28
H 0.38 0.85 2.64
H 2.91 -5.79 -0.18
H 1.50 -6.28 -0.39
O 2.06 -5.51 -0.54
*
```



Relative energies in kcal/mol: (one) 0.0; (two) 56.4



(one)
Molecular formula: C4H7F2N
Method: DFT, the ωB97M-V functional and the def2-TZVPD basis

Properties
LUMO ... 0.55 eV
SMILES ... [H]/N=C\C=C.FCF

Geometry as ORCA input:
```
! RIJCOSX wB97M-V def2-TZVPD def2/J DEFGRID3
* xyz 0 1
C 0.62 2.79 0.48
C 0.91 1.62 -0.08
C 0.64 0.30 0.57
C -1.48 -2.40 -0.57
N 1.23 -0.79 0.34
F -2.53 -2.08 0.26
F -1.39 -1.39 -1.47
H 0.76 3.62 -0.03
H 0.39 2.96 1.44
H 1.49 1.61 -1.08
H -0.30 0.21 1.17
H -0.72 -2.48 0.16
H 2.10 -0.71 -0.19
H -1.74 -3.29 -0.98
*
```



(two)
Molecular formula: C4H7F2N
Method: DFT, the ωB97M-V functional and the def2-TZVPD basis

Properties
LUMO ... 1.05 eV
SMILES ... C/C(F)=N/[C@H](C)F

Geometry as ORCA input:
```
! RIJCOSX wB97M-V def2-TZVPD def2/J DEFGRID3
* xyz 0 1
C 1.05 -0.30 -0.21
C 2.33 0.30 -0.07
C -1.76 0.33 0.69
C -1.50 -0.28 -0.71
N 0.16 0.14 -0.93
F 0.95 -1.43 0.53
F -1.68 -1.63 -0.84
H 2.54 -0.04 0.95
H 3.07 -0.03 -0.68
H 2.32 1.41 -0.23
H -0.98 1.01 0.94
H -2.62 0.87 0.69
H -1.85 -0.49 1.53
H -2.03 0.15 -1.64
*
```



Relative energies in kcal/mol: (one) 10.0; (two) 0.0



(one)
Molecular formula: H41O20
Method: DFT, the ωB97M-V functional and the def2-TZVPD basis

Properties
LUMO ... -2.94 eV

Geometry as ORCA input:
```
! RIJCOSX wB97M-V def2-TZVPD def2/J DEFGRID3
* xyz 1 1
O 2.02 -1.96 2.41
H 2.07 5.42 -1.92
O -0.49 0.10 -2.79
H -0.67 0.52 -3.64
H -0.62 0.70 -2.03
O -2.05 -2.36 -0.75
H -2.52 -1.96 -0.01
H -1.15 -2.13 -0.49
O -0.60 -5.25 -1.93
H -1.33 -5.79 -1.62
H 2.33 0.41 0.35
O -5.33 -0.28 -0.38
H -0.54 2.13 -0.64
H -0.94 -4.42 -2.27
O -0.89 2.45 -1.49
H 4.24 3.36 1.29
H -0.37 3.22 -1.77
O 4.76 2.68 1.71
H 3.74 0.39 1.12
H -4.15 -2.27 -2.77
O 2.55 3.79 -0.03
H 1.64 4.06 0.08
H 2.73 3.50 -0.93
O 0.01 -0.63 3.13
H 0.07 -0.02 2.38
H -5.55 -1.20 -0.55
O 0.34 1.58 0.83
H 1.10 2.19 0.83
H -0.28 2.23 1.21
O -0.02 4.41 2.06
H -0.28 5.32 2.05
H 4.51 2.76 2.63
O 2.31 -3.08 -2.72
H 2.02 -3.97 -2.43
H 1.49 -2.69 -3.08
O -0.23 -2.39 -3.70
H -0.40 -1.45 -3.55
H -0.54 -2.68 -4.56
O 1.57 4.75 -2.38
H 1.18 -1.33 2.58
H 1.57 5.03 -3.30
O 2.81 0.21 1.15
H -0.03 4.09 2.98
H 1.61 -2.82 2.16
O 2.04 -2.12 -0.40
H 1.76 -1.35 -0.91
H 2.10 -2.66 -1.30
O 0.19 2.39 4.23
H 0.13 2.90 5.05
H 0.98 2.78 3.85
O -3.38 -2.34 -3.33
H 2.54 -1.37 1.76
H -2.63 -2.25 -2.71
O -4.91 0.41 2.48
H -5.08 0.68 1.60
H -4.56 -0.46 2.66
O -0.47 -3.98 1.48
H -0.50 -4.71 0.82
H -1.42 -4.06 1.67
H -4.40 -0.33 -0.17
H -0.08 -0.14 3.96
*
```



(two)
Molecular formula: H41O20
Method: DFT, the ωB97M-V functional and the def2-TZVPD basis

Properties
LUMO ... -2.49 eV

Geometry as ORCA input:
```
! RIJCOSX wB97M-V def2-TZVPD def2/J DEFGRID3
* xyz 1 1
O 0.71 0.75 -2.89
H -4.89 0.54 2.92
O 4.32 -1.55 2.23
H 4.40 -1.58 3.18
H 3.59 -1.15 1.77
O 0.77 4.71 1.75
H 1.57 5.13 2.06
H 0.30 4.53 2.57
O 4.56 1.29 -3.87
H 4.45 0.35 -4.00
H 1.26 1.27 2.93
O -5.04 1.07 -0.45
H 1.15 -5.44 -1.04
H 4.98 1.50 -3.04
O 1.26 -4.90 -0.27
H -2.47 0.00 -0.76
H 2.09 -4.76 0.17
O -0.45 -1.05 -1.30
H 1.22 2.02 4.32
H -2.50 1.53 -0.82
O 1.19 -2.02 3.55
H 1.49 -1.49 4.29
H 1.02 -2.93 3.81
O 0.22 -4.23 -3.15
H 0.41 -4.22 -4.09
H -5.30 0.74 0.44
O -1.01 2.38 4.14
H -1.61 2.21 3.42
H -1.45 2.57 4.96
O 0.91 3.08 -0.30
H 0.74 2.47 0.41
H -0.37 -1.22 -0.34
O -1.71 -1.66 0.98
H -1.56 -0.87 1.49
H -1.29 -2.44 1.34
O 1.83 -2.36 -2.21
H 1.91 -2.51 -3.15
H 1.25 -3.03 -1.83
O -4.89 0.00 2.13
H -1.44 -0.02 -3.57
H -4.08 -0.20 1.67
O 1.71 1.42 3.77
H 0.51 3.94 -0.04
H 1.63 0.99 -3.03
O -1.74 0.74 -3.11
H 0.41 -0.91 -1.76
H -2.58 1.08 -2.80
O 2.45 -0.40 -0.37
H 2.94 0.35 -0.72
H 2.72 -1.16 -0.93
O -1.93 0.78 -0.55
H 0.27 1.60 -2.78
H -0.86 -0.10 -1.44
O 0.48 -0.32 1.74
H 0.46 -1.06 2.40
H 1.26 -0.52 1.21
O -3.44 2.52 -1.97
H -3.77 2.18 -2.80
H -4.07 2.93 -1.38
H -5.63 1.84 -0.44
H -0.23 -5.06 -2.98
*
```



Relative energies in kcal/mol: (one) 0.0; (two) 27.3